Entry from the OMol25 dataset: a molecular structure, C14H18IMoN3 (ωB97M-V with the def2-TZVPD basis set).

The HOMO-LUMO gap (alpha / beta) comes out at 6.2 / 3.8 eV. The HOMO energy (alpha / beta) is -14.67 / -15.13 eV. As for the expectation value of S²: 2.26. For the molar mass, the calculation gives 451.163 u. The net charge is +2. The largest force on an atom is 2.88 eV Å⁻¹. The total energy comes out at -29214.9162 eV. As for the spin multiplicity: 3.

Each line ends with the Löwdin spin population.
Positions of all 37 atoms, in Å:
C (-2.6939, -2.0772, -1.7168)  -0.01
C (-1.8873, -3.0880, -0.9296)  0.00
H (-3.5876, -1.7869, -1.1666)  0.00
H (-3.0680, -2.6713, -2.5938)  0.00
H (-2.1744, -1.1717, -2.1290)  0.00
H (-1.5011, -2.7660, 0.0901)  0.00
H (-2.5547, -3.9577, -0.7783)  0.00
H (-1.1075, -3.5348, -1.5687)  0.00
Mo (-0.9670, -0.6573, -0.3357)  0.46
C (0.2319, -1.7340, -1.7068)  -0.01
H (0.3237, -2.7546, -1.3089)  0.00
H (1.1987, -1.2703, -1.8494)  0.00
H (-0.3700, -1.7361, -2.6279)  0.00
I (-3.1660, 0.5977, 0.7583)  0.04
C (0.7522, 4.8342, -1.1960)  0.01
C (1.8499, 4.1972, -0.6049)  0.25
C (1.8386, 2.8114, -0.4367)  0.26
C (0.6817, 2.0694, -0.7887)  0.02
C (-0.4190, 2.7125, -1.3513)  0.24
C (-0.3725, 4.0965, -1.5691)  0.21
N (0.5420, 0.7524, -0.2304)  0.03
N (1.7041, 0.3611, 0.3550)  0.29
C (1.4775, -0.5260, 1.3741)  -0.01
C (2.3080, -0.5440, 2.5255)  0.06
C (1.8169, -1.1085, 3.7022)  0.01
C (0.6113, -1.8463, 3.6198)  0.05
C (-0.1112, -1.8865, 2.4148)  0.03
N (0.2697, -1.1862, 1.3031)  0.03
H (0.7367, 5.9109, -1.3508)  0.00
H (2.7024, 4.7861, -0.2708)  0.01
H (2.6966, 2.3244, 0.0588)  0.01
H (-1.2833, 2.0937, -1.5174)  0.01
H (-1.2544, 4.5680, -2.0141)  0.01
H (3.2661, -0.0219, 2.4324)  0.00
H (2.3083, -0.9749, 4.6663)  0.00
H (0.2208, -2.3489, 4.5040)  0.00
H (-1.0192, -2.4664, 2.2375)  0.00

---

Entry from the OMol25 dataset: a molecular structure, C14H18IN3O4PSSn (ωB97M-V with the def2-TZVPD basis set).

The HOMO-LUMO gap comes out at 8.1 eV. The HOMO energy is -10.73 eV. For the molar mass, the calculation gives 600.971 u. The net charge is +1. The largest force on an atom is 0.71 eV Å⁻¹. The total energy comes out at -61524.1080 eV.

Each line ends with the natural charge from an NBO analysis.
Positions of all 43 atoms, in Å:
Sn (-1.4893, 0.5796, -0.1070)  1.28
O (-1.9583, -1.1053, -1.9129)  -0.60
C (-0.9882, -1.7107, -1.5087)  0.79
O (-0.9862, -2.1491, -0.2506)  -0.70
C (0.3109, -1.8071, -2.2228)  -0.17
C (0.7204, -2.9471, -2.8998)  -0.19
C (1.9569, -2.9691, -3.5256)  -0.22
C (2.7778, -1.8511, -3.4567)  -0.17
C (2.3703, -0.7157, -2.7730)  -0.22
C (1.1254, -0.6786, -2.1519)  -0.13
S (0.6468, 0.8365, -1.3580)  -0.35
H (0.0626, -3.8071, -2.9469)  0.23
H (2.2751, -3.8513, -4.0644)  0.23
H (3.7439, -1.8591, -3.9442)  0.23
H (3.0108, 0.1559, -2.7229)  0.23
I (-0.3826, 6.5019, -2.3065)  0.22
C (-1.7545, 4.9784, -1.9543)  -0.20
C (-3.1022, 5.1428, -2.2364)  -0.17
C (-3.9704, 4.0917, -1.9861)  -0.22
C (-3.4637, 2.9201, -1.4568)  0.04
N (-2.1672, 2.7670, -1.1843)  -0.51
C (-1.3220, 3.7717, -1.4321)  0.02
H (-3.4684, 6.0742, -2.6474)  0.24
H (-5.0270, 4.1825, -2.1952)  0.24
H (-4.1055, 2.0720, -1.2456)  0.21
H (-0.2741, 3.5967, -1.2195)  0.22
N (0.8974, -3.0486, 1.4970)  -0.85
C (0.4107, -2.5478, 2.7923)  -0.60
P (0.6418, -0.7505, 2.8865)  2.15
O (2.1889, -0.5608, 2.6128)  -1.00
O (-0.2354, 0.0032, 1.9456)  -1.15
C (0.4753, -0.2264, 4.6351)  -0.60
N (1.8057, 0.0546, 5.1907)  -0.86
H (-0.0914, -2.4749, 0.0519)  0.54
H (0.9573, -4.0605, 1.5151)  0.39
H (1.8292, -2.6972, 1.2998)  0.39
H (0.9185, -3.0007, 3.6499)  0.22
H (-0.6590, -2.7492, 2.8852)  0.24
H (-0.0501, -1.0034, 5.1925)  0.23
H (-0.1620, 0.6570, 4.6219)  0.25
H (2.0266, -0.5489, 5.9701)  0.39
H (1.8837, 1.0098, 5.5107)  0.39
H (2.6216, -0.2752, 3.4523)  0.54

---

Entry from the OMol25 dataset: a single C14H18N2O4 molecule (ωB97M-V with the def2-TZVPD basis set).

As for the SMILES: O=C(O)[C@H](Cc1ccc(O)cc1)NC(=O)[C@@H]1CCCN1. The HOMO-LUMO gap comes out at 9.3 eV. The HOMO energy is -8.89 eV. For the molar mass, the calculation gives 278.308 u. The largest force on an atom is 5.26 eV Å⁻¹. The total energy comes out at -25977.9559 eV.

Each line ends with the natural charge from an NBO analysis.
Positions of all 38 atoms, in Å:
O (0.7519, 3.9407, -1.5324)  -0.56
C (0.8377, 3.1449, -0.6200)  0.74
O (1.4576, 3.5051, 0.5281)  -0.68
C (0.0166, 1.9037, -0.6250)  -0.14
C (-1.0906, 2.0589, 0.7546)  -0.40
C (-2.0311, 0.8939, 0.7448)  -0.08
C (-1.6784, -0.3202, 1.2034)  -0.22
C (-2.2844, -1.5404, 0.8790)  -0.22
C (-3.2736, -1.5792, -0.1598)  0.29
O (-3.8846, -2.8011, -0.4534)  -0.69
C (-3.7263, -0.3024, -0.5750)  -0.27
C (-3.0507, 0.8921, -0.2382)  -0.19
N (0.8089, 0.6254, -0.6766)  -0.60
C (1.4552, 0.2347, 0.4200)  0.72
O (1.6678, 0.8782, 1.4191)  -0.66
C (2.0082, -1.2629, 0.5082)  -0.13
C (3.5169, -1.4016, 0.1924)  -0.42
C (3.5045, -2.7254, -0.6575)  -0.42
C (2.1278, -3.2773, -0.4381)  -0.24
N (1.2452, -2.1911, -0.3180)  -0.60
H (1.6318, 2.7208, 1.0519)  0.51
H (-0.8296, 1.8881, -1.3411)  0.25
H (-0.4852, 2.2121, 1.6622)  0.24
H (-1.3850, 3.1153, 0.5946)  0.23
H (-1.0837, -0.5197, 2.1006)  0.22
H (-2.0744, -2.5298, 1.3547)  0.23
H (-3.9916, -2.9496, -1.3489)  0.48
H (-4.5514, -0.1378, -1.1246)  0.21
H (-3.3029, 1.8173, -0.7208)  0.21
H (0.6512, 0.0332, -1.3907)  0.40
H (1.9452, -1.4296, 1.5276)  0.21
H (3.8862, -1.5970, 1.1553)  0.21
H (3.9923, -0.5347, -0.2489)  0.22
H (4.3011, -3.5235, -0.5270)  0.23
H (3.6270, -2.2383, -1.7328)  0.18
H (2.2919, -3.8920, 0.4842)  0.19
H (1.7942, -4.0497, -1.2467)  0.21
H (1.2733, -1.9209, -1.3110)  0.34

---

Entry from the OMol25 dataset: a single C14H18N2O6 molecule (ωB97M-V with the def2-TZVPD basis set).

As for the SMILES: N[C@@H](Cc1ccc(O)cc1)C(=O)N[C@@H](CCC(=O)O)C(=O)O. The HOMO-LUMO gap comes out at 9.2 eV. The HOMO energy is -8.97 eV. For the molar mass, the calculation gives 310.306 u. The largest force on an atom is 5.05 eV Å⁻¹. The total energy comes out at -30073.2620 eV.

Each line ends with the natural charge from an NBO analysis.
Positions of all 40 atoms, in Å:
N (-0.9073, 3.7845, 0.2101)  -0.81
C (-1.0573, 2.3431, 0.2085)  -0.14
C (-2.4040, 1.8318, -0.4096)  -0.43
C (-2.7668, 0.3580, -0.1950)  -0.05
C (-3.3957, -0.3897, -1.1205)  -0.18
C (-3.8085, -1.7414, -0.8719)  -0.24
C (-3.6937, -2.2699, 0.3630)  0.27
O (-4.2490, -3.5483, 0.4750)  -0.65
C (-2.9168, -1.4808, 1.2724)  -0.25
C (-2.5529, -0.1999, 1.1035)  -0.27
C (0.2070, 1.6077, -0.4357)  0.71
O (1.0551, 2.2782, -1.0344)  -0.64
N (0.2521, 0.2757, -0.2751)  -0.66
C (1.5063, -0.3011, 0.0965)  -0.15
C (2.5620, 0.1855, -0.9500)  -0.38
C (3.6687, -0.7994, -1.2744)  -0.51
C (4.6106, -1.4633, -0.2159)  0.79
O (5.0200, -0.9873, 0.8080)  -0.55
O (4.9569, -2.7210, -0.5948)  -0.67
C (1.8127, 0.3399, 1.4681)  0.78
O (0.9984, 1.1421, 2.0482)  -0.63
O (2.9455, -0.0743, 2.1141)  -0.65
H (-0.3942, 3.9934, 1.0693)  0.36
H (-0.2133, 3.8406, -0.5182)  0.38
H (-1.1612, 2.0432, 1.2519)  0.20
H (-3.2771, 2.6300, -0.2266)  0.25
H (-2.2748, 1.8825, -1.4810)  0.21
H (-3.4916, 0.0165, -2.1951)  0.22
H (-4.0603, -2.3815, -1.7767)  0.23
H (-3.9652, -3.8729, 1.3330)  0.48
H (-2.3104, -2.0569, 2.0205)  0.21
H (-1.9929, 0.3000, 1.8931)  0.24
H (-0.6466, -0.0024, 0.3001)  0.44
H (1.3501, -1.3627, 0.2081)  0.24
H (3.1016, 1.0543, -0.5121)  0.24
H (2.1982, 0.3098, -1.9300)  0.25
H (3.4073, -1.5868, -1.8398)  0.18
H (4.4150, -0.3392, -1.9397)  0.24
H (4.6606, -2.8408, -1.4715)  0.47
H (2.8113, 0.2028, 3.0247)  0.50

---

Entry from the OMol25 dataset: a molecular structure, C14H18N2O9 (ωB97M-V with the def2-TZVPD basis set).

The HOMO-LUMO gap comes out at 7.0 eV. The HOMO energy is -8.82 eV. For the molar mass, the calculation gives 358.303 u. The largest force on an atom is 18.71 eV Å⁻¹. The total energy comes out at -36191.8463 eV.

Each line ends with the natural charge from an NBO analysis.
Positions of all 43 atoms, in Å:
O (-2.3089, -2.9948, -0.7182)  -0.35
N (-2.2957, -2.0251, -0.1032)  0.52
O (-2.8291, -1.8762, 0.9534)  -0.37
C (-1.7123, -0.8520, -0.5704)  0.12
C (-0.5071, -1.1684, -1.3037)  -0.23
C (0.2391, 0.0076, -1.3590)  0.35
C (-0.2542, 1.2698, -0.9097)  0.30
C (-1.4473, 1.5776, -0.6480)  -0.19
C (-2.2833, 0.4855, -0.3446)  0.11
N (-3.5361, 0.6626, 0.2090)  0.41
O (-3.8025, 1.8782, 0.9385)  -0.42
O (-4.5457, 0.0614, -0.2823)  -0.28
H (-1.7887, 2.3558, -0.4056)  0.23
O (0.6753, 2.5196, -1.3459)  -0.49
C (0.8635, 3.3810, -0.4991)  0.04
C (1.6587, 2.7554, 0.8670)  -0.12
H (2.6981, 2.2379, 0.3595)  0.16
O (0.9569, 1.6817, 1.3999)  -0.56
C (1.8604, 0.9815, 2.0729)  -0.08
H (1.8519, 1.3683, 3.2528)  0.15
C (0.9726, -0.4679, 2.1764)  0.08
O (1.0683, -1.2338, 1.3216)  -0.49
C (2.2641, -2.1090, 1.2763)  -0.14
C (3.5950, -1.5539, 1.0955)  -0.03
O (3.6643, -0.3903, -0.2661)  -0.53
C (3.7361, -0.8871, -1.3954)  -0.03
C (2.2625, -1.3603, -1.9631)  -0.15
H (2.3887, -1.3492, -3.0323)  0.22
H (1.6747, -1.9830, -1.2644)  0.20
O (1.5558, -0.0016, -1.8707)  -0.51
H (4.2947, -1.6806, -1.6163)  0.14
H (4.0466, -0.0711, -2.0297)  0.20
H (4.3669, -2.3724, 0.6322)  0.21
H (4.0354, -1.2792, 1.8125)  0.14
H (2.0031, -3.0614, 0.4847)  0.21
H (2.3660, -2.5050, 2.2440)  0.22
H (-0.0260, -0.2475, 2.1433)  0.18
H (1.3292, -0.9459, 3.4581)  0.00
H (2.7253, 0.7658, 1.7046)  0.16
H (1.8592, 3.6849, 1.5845)  0.18
H (1.4900, 4.1382, -0.6948)  0.19
H (-0.2044, 3.8403, 0.2881)  0.05
H (-0.3318, -2.0472, -1.3372)  0.21

---

Entry from the OMol25 dataset: a molecular structure, C14H18N2ReSe2 (ωB97M-V with the def2-TZVPD basis set).

The HOMO-LUMO gap (alpha / beta) comes out at 5.0 / 6.0 eV. The HOMO energy (alpha / beta) is -22.35 / -22.36 eV. As for the expectation value of S²: 1.12. For the molar mass, the calculation gives 558.439 u. The net charge is +4. The largest force on an atom is 0.56 eV Å⁻¹. The total energy comes out at -150565.1834 eV. As for the spin multiplicity: 2.

Each line ends with the Löwdin spin population.
Positions of all 37 atoms, in Å:
Re (0.0863, -0.5057, 0.0983)  1.54
C (-1.1945, -2.7375, -3.1698)  -0.04
Se (-0.8237, -2.2427, -1.2860)  -0.33
C (-1.7606, -3.5967, -0.2193)  -0.03
C (-2.5385, -2.8865, 0.8740)  -0.02
Se (-1.4107, -1.4944, 1.6977)  -0.17
C (-2.6568, -0.5856, 2.9379)  -0.02
H (-0.6899, -3.6938, -3.3260)  -0.01
H (-0.8148, -1.9563, -3.8205)  0.00
H (-2.2829, -2.8195, -3.2037)  -0.01
H (-0.9831, -4.2667, 0.1580)  -0.01
H (-2.4161, -4.1582, -0.8887)  0.00
H (-2.8317, -3.5771, 1.6697)  0.00
H (-3.4269, -2.3630, 0.5156)  0.00
H (-3.5549, -0.3898, 2.3536)  0.00
H (-2.1648, 0.3208, 3.2807)  0.00
H (-2.8290, -1.2971, 3.7459)  0.00
C (1.8603, 1.6452, 3.4104)  0.00
C (2.5099, 2.6843, 2.7482)  0.01
C (2.4172, 2.7828, 1.3568)  0.00
C (1.6774, 1.8527, 0.6622)  0.01
N (1.0355, 0.8226, 1.3098)  0.02
C (1.1399, 0.7417, 2.6689)  0.01
C (1.4850, 1.8581, -0.7949)  0.01
C (2.0494, 2.7862, -1.6400)  0.00
C (1.8129, 2.7110, -3.0138)  0.01
C (1.0017, 1.6912, -3.5107)  0.00
C (0.4737, 0.7850, -2.6296)  0.01
N (0.6988, 0.8273, -1.2828)  0.02
H (1.9237, 1.5374, 4.4857)  0.00
H (3.0863, 3.4155, 3.3049)  0.00
H (2.9267, 3.5880, 0.8472)  0.00
H (0.6392, -0.0925, 3.1401)  0.00
H (2.6776, 3.5765, -1.2538)  0.00
H (2.2566, 3.4410, -3.6828)  0.00
H (0.7851, 1.6076, -4.5681)  0.00
H (-0.1643, -0.0119, -2.9750)  0.00